# 1
ORCA calculation (the ωB97M-V functional and the def2-TZVPD basis) on a structure of composition C26H33DyNOP2 in a non-equilibrium geometry.

Each line ends with the Mulliken spin population.
CARTESIAN COORDINATES (ANGSTROEM)
1 Dy 0.3410 0.5737 0.3005  5.9039
2 P -2.3084 1.0602 -0.1910  -0.0397
3 P -0.1289 -2.1619 0.1427  -0.3854
4 O 2.4759 1.3239 -0.0712  -0.0631
5 N 0.3510 0.1949 -1.9525  0.0808
6 C 1.2100 0.4846 4.8424  -0.0028
7 C 2.5744 -2.6569 -2.6690  -0.0115
8 C 1.0460 3.4582 -3.4753  0.0019
9 C 1.1709 2.1650 -2.9904  0.0093
10 C 1.3675 -1.9788 -2.3510  0.0283
11 C 2.8930 1.9457 -1.1129  0.0209
12 C -0.1524 4.1200 -3.2326  0.0006
13 C 0.0630 1.4542 -2.5228  -0.0545
14 C -1.3003 3.4079 -2.8288  -0.0124
15 C 1.2806 -3.1701 0.7144  0.0115
16 C -1.2148 2.0528 -2.4578  0.0113
17 C 2.4837 1.5381 -2.6295  -0.0120
18 C 2.4455 0.0970 -3.0653  -0.0054
19 C -1.5816 -3.1443 0.3864  0.0031
20 C 3.6283 -1.9775 -3.2877  0.0045
21 C 0.0001 -0.6703 2.8987  -0.0273
22 C 1.3507 -0.5904 -2.5415  -0.0123
23 C -0.0399 -0.3272 4.4480  0.0122
24 C -3.7825 0.1090 0.2435  0.0049
25 C -2.8679 2.7183 0.3366  -0.0185
26 C -2.4158 1.2412 -2.0583  -0.0038
27 C -1.3250 0.4513 4.7660  -0.0003
28 C -0.0294 -1.6120 5.2999  0.0013
29 C -0.0853 -1.1767 1.7737  -0.0986
30 C 0.1249 -2.6007 -1.7423  -0.3376
31 C 3.5575 -0.6158 -3.5162  -0.0142
32 H -0.9537 -2.1827 5.1936  0.0006
33 H 0.8187 -2.2635 5.0633  -0.0001
34 H -2.4178 -2.7919 -0.2129  0.0012
35 H -2.4385 0.2118 -2.4704  0.0031
36 H 3.2628 2.0466 -3.1685  -0.0005
37 H 2.6711 -3.7150 -2.5322  0.0002
38 H -0.2298 5.1629 -3.5555  0.0001
39 H -2.2512 3.9363 -2.8394  0.0004
40 H -3.9296 2.7942 0.0777  -0.0013
41 H 0.0649 -3.6981 -1.8794  -0.0145
42 H -2.2903 3.5173 -0.1381  0.0013
43 H -3.3826 1.6995 -2.3083  -0.0001
44 H 4.5226 -2.4892 -3.6193  0.0000
45 H -1.8175 -3.0559 1.4390  0.0054
46 H -3.7740 -0.8760 -0.2390  -0.0008
47 H 1.9129 3.9367 -3.9212  -0.0001
48 H 2.1095 -0.0558 4.5325  -0.0003
49 H 1.2448 -3.0554 1.8054  0.0034
50 H -1.3858 0.6967 5.8299  0.0001
51 H -0.7618 -2.1641 -2.2270  -0.0101
52 H -1.4072 1.3805 4.2034  0.0028
53 H -2.7637 2.7550 1.4329  0.0011
54 H 0.0643 -1.3351 6.3551  0.0003
55 H -2.1826 -0.1796 4.5091  0.0007
56 H 4.3365 -0.0792 -4.0100  -0.0006
57 H 2.2122 -2.7736 0.3032  0.0056
58 H 1.2565 0.6089 5.9313  0.0003
59 H -3.7907 0.0072 1.3391  0.0023
60 H 3.8868 2.4547 -1.2213  0.0039
61 H 1.1165 -4.1995 0.4193  0.0000
62 H 1.1947 1.4736 4.3866  0.0032
63 H -1.3827 -4.1762 0.1416  -0.0034
64 H -4.6468 0.6953 -0.0769  0.0006

Multiplicity ... 6
E ... -2707.92946 a.u.
Frontier orbital gap (alpha / beta) ... 5.85 / 6.04 eV
Highest occupied orbital energy (alpha / beta) ... -0.3472 / -0.3537 Eh
Charge ... +1
Lowest unoccupied orbital energy (alpha / beta) ... -3.6 / -3.6 eV

=====

# 2
ORCA calculation (the ωB97M-V functional and the def2-TZVPD basis) on a cluster of 7 separate species, C30H66O20P2S3 in total in a non-equilibrium geometry.

Each line ends with the Löwdin charge.
CARTESIAN COORDINATES (ANGSTROEM)
1 S 8.4197 -3.0952 27.6551  0.6839
2 S 8.3059 -5.3238 20.7466  0.7160
3 S 10.9703 -1.0236 22.3428  0.6710
4 P 12.0722 -7.3282 23.7574  0.4151
5 P 4.7129 -2.6647 18.8030  0.4352
6 O 11.6423 -5.9148 23.6201  -0.2310
7 O 5.9867 -2.8640 17.8380  -0.1845
8 O 7.2944 -2.7797 26.7996  -0.3276
9 O 3.8932 -3.8642 19.0671  -0.2309
10 O 4.6932 -5.2313 26.9725  0.0135
11 O 8.1983 -3.6334 28.9782  -0.3287
12 O 9.6753 -5.2562 20.2835  -0.3296
13 O 5.4460 -2.0385 20.0831  -0.2001
14 O 12.7061 -2.3212 15.4847  -0.0026
15 O 9.9414 -1.1292 23.3648  -0.3289
16 O 10.5904 -0.8722 20.9543  -0.3262
17 O 7.2254 -5.8622 19.9298  -0.3327
18 O 11.1557 -8.2901 24.6639  -0.1848
19 O 3.9146 -1.3952 18.2274  -0.1827
20 O 5.6131 -6.3338 28.5399  0.0136
21 O 6.5422 -6.4469 26.4865  0.1027
22 O 11.5394 -2.7816 17.2341  0.0214
23 O 13.5201 -7.5964 24.3301  -0.1724
24 O 13.2575 -4.1331 16.6954  0.1150
25 O 12.1053 -8.0741 22.3415  -0.1842
26 C 12.9632 -2.2716 23.6033  -0.1863
27 C 14.5756 -6.7613 23.8409  -0.2663
28 C 10.5848 -7.7606 25.8674  -0.2598
29 C 8.3353 -6.3651 22.2476  -0.2139
30 C 12.5670 -3.1585 16.4994  -0.6316
31 C 7.8758 -4.1197 23.1045  -0.2157
32 C 5.6766 -6.0734 27.2379  -0.6138
33 C 12.2644 -9.5059 22.2437  -0.2466
34 C 13.8563 -2.4505 14.6453  -0.0317
35 C 11.2500 -3.5563 18.3834  -0.0608
36 C 1.9810 -1.8496 16.8574  -0.0658
37 C 12.0793 -2.4795 22.3637  -0.1953
38 C 10.9217 -10.1076 21.9016  -0.0680
39 C 7.5041 -5.5768 23.2636  -0.2217
40 C 10.8637 -2.0531 27.0791  -0.1836
41 C 5.6530 -1.0239 22.2124  -0.0626
42 C 10.5721 -3.2353 26.1375  -0.2335
43 C 15.9009 -7.3068 24.3722  -0.0662
44 C 13.2033 -0.7222 23.7585  -0.2054
45 C 3.4535 -1.4516 16.8728  -0.2694
46 C 4.7290 -1.7990 21.3134  -0.2592
47 C 6.2337 -4.0436 17.0779  -0.2622
48 C 9.5178 -1.6247 27.7039  -0.1925
49 C 7.7430 -3.7752 21.6299  -0.1726
50 C 7.7337 -4.0469 16.8466  -0.0666
51 C 12.2391 0.1212 22.9342  -0.2143
52 C 9.5250 -4.1787 26.7218  -0.2185
53 C 9.3961 -8.6108 26.2872  -0.0487
54 C 4.5572 -4.7180 25.6447  -0.0189
55 C 6.5062 -7.3101 29.0603  -0.0375
56 H 12.7550 0.3099 21.9896  0.1019
57 H 7.6612 -5.9974 24.2558  0.0907
58 H 15.9205 -8.3964 24.3683  0.0791
59 H 8.0019 -7.3949 22.1582  0.1082
60 H 13.0382 -9.6623 21.4941  0.1226
61 H 10.3827 -3.1326 18.8833  0.0777
62 H 11.5181 -2.2892 27.9175  0.1151
63 H 4.3881 -2.7473 21.7352  0.1182
64 H 8.9713 -0.9171 27.0806  0.0986
65 H 10.3325 -6.7117 25.6861  0.0853
66 H 16.7124 -7.0524 23.6881  0.0767
67 H 13.9112 -2.7986 23.5942  0.1082
68 H 12.7551 -2.3851 21.5150  0.1057
69 H 8.9777 -4.8283 26.0449  0.0842
70 H 11.8153 1.0156 23.3754  0.1078
71 H 13.1678 -0.4655 24.8175  0.1003
72 H 11.3892 -3.3202 22.3511  0.0928
73 H 14.4845 -5.7196 24.1478  0.1096
74 H 11.4598 -3.8387 25.9384  0.1061
75 H 5.5651 -4.4496 25.3107  0.0679
76 H 4.0876 -2.0962 16.2603  0.1047
77 H 3.8750 -3.8844 25.7268  0.0999
78 H 9.5534 -1.2390 28.7189  0.0990
79 H 8.2913 -4.3834 17.7214  0.0520
80 H 13.7610 -3.3632 14.0600  0.0972
81 H 8.6422 -8.6083 25.5022  0.0802
82 H 10.9934 -4.5884 18.1530  0.0899
83 H 14.2314 -0.5275 23.4515  0.1069
84 H 7.1877 -3.5045 23.6880  0.1023
85 H 1.9352 -2.9116 17.0951  0.0745
86 H 9.7104 -9.6266 26.5238  0.0805
87 H 16.0786 -6.8907 25.3613  0.0748
88 H 14.6134 -6.7663 22.7492  0.1208
89 H 6.7107 -3.6146 21.3392  0.0788
90 H 10.5433 -9.8379 20.9148  0.0820
91 H 8.9636 -8.1860 27.1933  0.0644
92 H 10.0176 -4.7951 27.4782  0.1039
93 H 6.4777 -5.7809 22.9424  0.1234
94 H 5.0504 -0.7847 23.1012  0.0840
95 H 6.4242 -1.6398 22.6763  0.0516
96 H 6.0794 -0.0702 21.9163  0.0874
97 H 10.2066 -2.8721 25.1740  0.0866
98 H 12.0591 -3.5468 19.1146  0.0937
99 H 1.4774 -1.1930 17.5651  0.0795
100 H 3.7935 -1.2563 21.1536  0.1189
101 H 12.3842 -2.5508 24.4835  0.0680
102 H 10.8828 -11.1964 21.9663  0.0796
103 H 11.3600 -7.7349 26.6415  0.1244
104 H 1.4826 -1.7022 15.8986  0.0740
105 H 4.2945 -5.4798 24.9077  0.0988
106 H 5.8687 -4.9644 17.5292  0.1137
107 H 6.7812 -8.0336 28.2927  0.0803
108 H 13.9262 -1.5106 14.1127  0.0928
109 H 14.7446 -2.5931 15.2643  0.0932
110 H 8.4441 -3.0381 21.2423  0.0967
111 H 5.9375 -7.8492 29.8156  0.0941
112 H 11.2994 -1.2601 26.4749  0.1003
113 H 10.1915 -9.7252 22.6167  0.0677
114 H 12.5769 -9.8699 23.2249  0.1100
115 H 8.8862 -3.8675 23.4322  0.1015
116 H 8.0467 -4.7221 16.0433  0.0820
117 H 8.1083 -3.0873 16.4897  0.0838
118 H 7.4029 -6.8824 29.5030  0.0961
119 H 5.7472 -3.8973 16.1066  0.1112
120 H 9.3709 -6.3438 22.5936  0.0690
121 H 3.5899 -0.4475 16.4658  0.1179

Multiplicity ... 1
E ... -4564.93363 a.u.
SMILES ... CCOP(=O)(OCC)OCC.CCOP(=O)(OCC)OCC.O=S1(=O)CCCC1.O=S1(=O)CCCC1.O=S1(=O)CCCC1.COC(=O)OC.COC(=O)OC
Frontier orbital gap ... 9.85 eV
Highest occupied orbital energy ... -0.3544 Eh
Lowest unoccupied orbital energy ... 0.2 eV
Relative energy (zero: lowest compared OMol25 entry of this formula, charge and spin) ... 0.00 kcal/mol

=====

# 3
ORCA calculation (the ωB97M-V functional and the def2-TZVPD basis) on a structure of composition C33H38BrNO3Y.

Each line ends with the Löwdin charge.
CARTESIAN COORDINATES (ANGSTROEM)
1 Y -0.3172 0.4430 -0.1553  1.1973
2 Br 0.7454 1.9953 2.3706  0.8210
3 O 5.8443 -2.6822 -0.7895  -0.0872
4 O -0.1088 -1.4141 1.3136  -0.0791
5 O 1.8016 -0.2631 -0.3346  -0.1612
6 N -1.4907 -0.2633 -1.6175  -0.2345
7 C 3.0311 3.5025 1.8346  -0.1546
8 C 0.6693 -2.3760 1.3623  -0.3535
9 C 0.9093 4.0773 -2.6968  -0.0957
10 C 0.2045 -3.5834 2.1479  -0.0075
11 C -0.3849 -0.4330 -3.7860  -0.0942
12 C -3.1660 3.5434 0.2740  -0.0479
13 C 1.8907 3.0369 1.2558  -0.5780
14 C -3.2131 -2.8386 2.0033  -0.0960
15 C 4.5731 -2.5205 -0.3254  -0.2864
16 C -4.0175 -1.7431 4.1067  -0.0724
17 C -2.7334 0.8504 2.9215  -0.0715
18 C 2.0426 4.5605 -2.1199  -0.0680
19 C -3.1282 -0.3100 2.2476  -0.2182
20 C 2.4736 -1.3118 -0.0556  -0.3337
21 C 0.3205 2.7611 -0.6950  -0.2085
22 C -3.0298 -1.6550 2.9430  -0.3929
23 C 3.5646 4.6774 -0.1879  -0.0578
24 C -3.6105 1.0660 0.3142  -0.0704
25 C 2.3763 4.1905 -0.7902  -0.1812
26 C 4.0835 -3.6056 0.4390  -0.0290
27 C 2.8192 -3.5180 0.9416  -0.0475
28 C -3.2059 2.2158 0.9781  -0.2939
29 C -1.5387 -0.9170 -2.8889  -0.8169
30 C -2.8567 -0.6661 -3.6458  -0.1012
31 C 1.9794 -2.3971 0.7360  -0.0960
32 C 0.0711 3.1775 -1.9854  -0.1566
33 C 3.8055 -1.4135 -0.5645  0.0528
34 C -1.3964 -2.4420 -2.7153  -0.0980
35 C -2.7706 2.0859 2.3007  -0.0944
36 C 6.3865 -1.6333 -1.5719  -0.0900
37 C -3.5702 -0.1771 0.9395  -0.0515
38 C 3.8961 4.3358 1.0869  -0.1024
39 C 1.4997 3.3199 -0.0915  -0.2429
40 H -3.0412 -3.7775 2.5354  0.0758
41 H 2.7072 5.2300 -2.6558  0.0983
42 H 0.8741 -3.7906 2.9838  0.0883
43 H -0.3447 -0.9486 -4.7566  0.0628
44 H -2.1952 -2.8051 -2.0622  0.0577
45 H -2.8772 -1.1253 -4.6411  0.0589
46 H -3.8691 1.1084 -0.7355  0.1023
47 H 2.4470 -4.3481 1.5263  0.0980
48 H -0.4442 -2.6741 -2.2287  0.0602
49 H -3.9117 -2.6907 4.6409  0.0726
50 H -1.4396 -2.9943 -3.6637  0.0613
51 H -3.9003 3.5793 -0.5316  0.0766
52 H 4.8071 4.7039 1.5419  0.0934
53 H -3.8169 -1.0446 0.3456  0.0990
54 H -4.2324 -2.8736 1.6086  0.0827
55 H -0.7930 2.7721 -2.5046  0.0713
56 H -0.4807 0.6395 -3.9739  0.0569
57 H -3.6927 -1.0671 -3.0637  0.0590
58 H 4.1451 -0.5761 -1.1547  0.1106
59 H 4.2115 5.3292 -0.7654  0.1026
60 H 6.4290 -0.7013 -1.0031  0.0937
61 H -3.8777 -0.9335 4.8244  0.0679
62 H -5.0443 -1.6778 3.7366  0.0836
63 H -3.0191 0.4098 -3.7569  0.0600
64 H 0.5743 -0.5954 -3.2855  0.0618
65 H 0.6575 4.3593 -3.7138  0.0921
66 H 3.2739 3.2464 2.8566  0.0863
67 H 7.3911 -1.9512 -1.8384  0.0857
68 H 4.7186 -4.4646 0.6008  0.1056
69 H -2.1808 3.7134 -0.1672  0.0572
70 H -2.3614 0.7735 3.9387  0.1110
71 H -0.7941 -3.3817 2.5239  0.0452
72 H 5.7940 -1.4721 -2.4754  0.0947
73 H -2.4237 2.9666 2.8296  0.1015
74 H 0.1810 -4.4728 1.5169  0.0946
75 H -3.3728 4.3663 0.9614  0.0736
76 H -2.0149 -1.7126 3.3549  0.1236
77 H -2.5328 -2.7942 1.1514  0.0733

Multiplicity ... 1
E ... -4173.20930 a.u.
Frontier orbital gap ... 5.52 eV
Highest occupied orbital energy ... -0.1088 Eh
Charge ... -1
Lowest unoccupied orbital energy ... 2.6 eV